A cluster of 7 separate species, C13H40N8O7 in total in a non-equilibrium geometry, computed with the ωB97M-V functional and the def2-TZVPD basis.

```
68
Properties=species:S:1:pos:R:3:mulliken_charge:R:1
C -5.66423 -2.31481 -0.60549 -1.409
C -5.26999 -0.84963 -0.67962 0.702
C -6.39302 0.11042 -0.98856 -1.339
O -4.68447 -0.40904 0.51196 -0.539
H -6.61187 -2.46370 -0.12631 0.309
H -4.87244 -2.87510 -0.13742 0.355
H -5.71392 -2.75509 -1.59814 0.389
H -4.51701 -0.62629 -1.47534 0.208
H -6.02812 1.17135 -1.04178 0.313
H -7.12591 0.05079 -0.15544 0.375
H -6.98960 -0.23824 -1.88014 0.343
H -5.40009 -0.21604 1.10618 0.283
C 0.88830 -3.79113 -0.19152 -1.140
C 0.59980 -4.11518 1.28847 0.675
C 1.78610 -4.19701 2.26854 -1.352
O -0.38186 -3.14103 1.73674 -0.588
H 1.54519 -2.91714 -0.38235 0.052
H -0.05236 -3.69279 -0.72166 0.337
H 1.43580 -4.66575 -0.59847 0.439
H 0.10032 -5.03605 1.40995 0.259
H 1.44868 -4.11874 3.28115 0.374
H 2.49597 -3.36107 2.20583 0.236
H 2.34475 -5.09866 2.21434 0.419
H -0.27789 -3.04036 2.71255 0.203
C 0.51337 -0.22081 3.16835 -1.046
C -0.28781 -0.80661 4.31178 0.523
C -1.74540 -0.36687 4.34522 -1.326
O -0.29015 -2.24609 4.42505 -0.717
H 1.55442 -0.37963 3.34038 0.422
H 0.35358 0.84022 3.14654 0.484
H 0.27285 -0.57530 2.16568 -0.095
H 0.12624 -0.47328 5.23486 0.444
H -2.38602 -0.88527 3.59319 0.207
H -1.79041 0.74791 4.17417 0.331
H -2.08321 -0.54050 5.39485 0.373
H 0.60366 -2.51891 4.66473 0.320
C 3.85698 0.77874 -0.55483 0.481
O 5.01414 1.20978 -0.77867 -0.824
N 3.48864 0.13286 0.63974 -0.293
N 2.84530 1.08666 -1.39806 -0.067
H 2.64219 -0.46808 0.71589 0.243
H 4.34738 -0.11402 1.13083 0.237
H 1.89138 0.76220 -1.09402 0.231
H 2.95476 1.82692 -2.06817 0.155
C 0.65788 3.60506 -3.91515 0.550
O -0.50147 3.23968 -3.83667 -0.685
N 1.64979 2.71284 -4.09431 -0.333
N 1.07776 4.91816 -4.01279 -0.350
H 2.52676 3.12600 -4.32855 0.182
H 1.44920 1.84272 -4.53414 0.215
H 0.29784 5.54263 -3.94656 0.203
H 2.05975 5.15819 -3.95281 0.261
C 4.41551 4.25288 -2.82761 0.456
O 4.04069 4.82816 -3.81490 -0.733
N 4.16560 4.74977 -1.59073 -0.367
N 5.09354 3.04823 -2.71525 -0.324
H 4.35065 4.17154 -0.77005 0.239
H 3.46178 5.46468 -1.76235 0.254
H 5.46731 2.57170 -3.55068 0.191
H 5.09457 2.42270 -1.89122 0.218
C -0.69350 -0.24777 -0.19485 0.489
O 0.50353 -0.48922 -0.41378 -0.703
N -1.57169 -1.05354 0.47745 0.228
N -1.27809 1.02252 -0.53883 -0.472
H -1.17606 -1.89583 0.83587 0.152
H -2.53573 -0.76531 0.59583 -0.036
H -0.77574 1.40896 -1.33096 0.190
H -2.32385 1.16561 -0.59794 0.187
```

Calculated values
Molecular weight in g/mol: 420.51
E_tot in a.u.: -1484.19979
Orbital gap in eV: 10.1374
Energy relative to the best compared isomer or geometry (same formula, charge and spin) in kcal per mole: 8.3
HOMO energy in eV: -9.64